1.
2 unconnected molecules or ions with the total composition C2H4FNO, computed with wB97M-V/def2-TZVPD.

Summary:
E	-8388.5435	eV
Kohn-Sham gap (alpha / beta)	8.5865 / 8.3009	eV
lowest unoccupied orbital energy (alpha / beta)	-0.43 / -0.78	eV

Cartesian coordinates (Å):
C: -0.138 0.406 0.016
C: 1.154 -0.428 0.110
N: -2.317 0.514 0.093
O: -2.957 -0.486 0.007
F: 2.213 0.313 0.116
H: -0.108 1.119 0.744
H: -0.260 0.804 -1.069
H: 1.219 -1.239 0.879
H: 1.193 -1.003 -0.895

2.
A molecular structure, C39H38ClInN3O2P2S3, computed with wB97M-V/def2-TZVPD.

Summary:
E	-118401.4344	eV
Kohn-Sham gap	7.5543	eV
lowest unoccupied orbital energy	-2.49	eV
charge	+1

Cartesian coordinates (Å):
In: -0.567 -0.827 -0.277
O: 0.686 -1.981 1.835
C: -0.057 -1.186 2.446
O: -0.682 -0.223 1.931
C: -0.318 -1.462 3.945
N: 0.561 -2.636 4.302
C: -0.312 -3.758 4.791
C: -1.633 -3.481 4.097
C: -1.751 -1.960 4.186
H: -0.051 -0.597 4.547
H: 1.301 -2.394 4.955
H: 0.996 -2.868 3.370
H: -0.395 -3.664 5.873
H: 0.159 -4.706 4.543
H: -2.455 -3.996 4.590
H: -1.598 -3.810 3.058
H: -2.096 -1.655 5.174
H: -2.427 -1.539 3.444
Cl: 1.412 1.433 -1.494
C: 1.431 -0.230 -0.848
H: 2.039 -0.236 0.053
H: 1.891 -0.871 -1.595
S: -2.824 -3.461 -5.549
C: -2.312 -3.196 -4.013
S: -3.341 -3.455 -2.601
C: -2.073 -2.869 -1.587
N: -0.999 -2.528 -2.215
N: -1.111 -2.739 -3.563
C: 0.039 -2.417 -4.356
C: 0.749 -1.259 -4.064
C: 1.875 -0.949 -4.808
C: 2.283 -1.787 -5.836
C: 1.571 -2.944 -6.112
C: 0.447 -3.271 -5.370
S: -2.176 -2.593 0.128
H: 0.420 -0.605 -3.266
H: 2.428 -0.047 -4.586
H: 3.158 -1.538 -6.421
H: 1.894 -3.604 -6.905
H: -0.107 -4.173 -5.577
C: -1.734 2.876 -0.373
P: -2.065 1.223 -1.083
C: -3.733 0.775 -0.500
C: -3.832 0.512 0.867
C: -5.032 0.101 1.419
C: -6.142 -0.075 0.606
C: -6.049 0.184 -0.751
C: -4.851 0.613 -1.306
C: -2.098 1.271 -2.893
C: -1.451 2.272 -3.615
C: -1.445 2.234 -5.002
C: -2.085 1.205 -5.677
C: -2.717 0.195 -4.964
C: -2.709 0.221 -3.581
P: -2.499 4.416 -1.140
C: -4.299 4.133 -1.009
C: -4.967 3.923 0.197
C: -6.336 3.739 0.213
C: -7.058 3.771 -0.976
C: -6.407 3.982 -2.178
C: -5.029 4.163 -2.193
C: -2.245 5.575 0.255
C: -3.060 6.708 0.296
C: -2.877 7.677 1.268
C: -1.867 7.535 2.212
C: -1.047 6.420 2.172
C: -1.233 5.447 1.200
H: -0.651 3.026 -0.401
H: -2.016 2.774 0.681
H: -2.959 0.614 1.507
H: -5.100 -0.091 2.482
H: -7.080 -0.406 1.032
H: -6.915 0.066 -1.388
H: -4.807 0.836 -2.360
H: -0.949 3.081 -3.109
H: -0.940 3.016 -5.553
H: -2.084 1.182 -6.758
H: -3.208 -0.618 -5.485
H: -3.203 -0.575 -3.034
H: -4.412 3.922 1.128
H: -6.849 3.578 1.153
H: -8.131 3.634 -0.958
H: -6.967 4.017 -3.104
H: -4.515 4.337 -3.132
H: -3.853 6.830 -0.434
H: -3.522 8.545 1.288
H: -1.721 8.292 2.970
H: -0.255 6.303 2.900
H: -0.570 4.591 1.194

3.
A gas-phase ion, C9H16Cl2N (charge +1), computed with wB97M-V/def2-TZVPD.

Summary:
E	-36114.4973	eV
Kohn-Sham gap (alpha / beta)	5.0141 / 7.4340	eV
lowest unoccupied orbital energy (alpha / beta)	-3.86 / -6.25	eV
⟨S²⟩	2.007
charge	+1
multiplicity	3

Cartesian coordinates (Å):
C: 1.473 2.124 0.297
C: 0.428 1.767 -0.914
C: -0.342 -0.587 -0.656
C: 2.780 2.118 0.465
C: -0.762 0.984 -0.537
C: 0.541 -1.194 0.422
C: -2.016 1.253 -1.421
C: 1.998 -1.080 0.384
C: -1.347 -2.282 1.662
N: 0.061 -1.933 1.397
Cl: 1.462 1.136 -2.235
Cl: 4.040 1.411 -0.474
H: 0.987 2.824 0.901
H: -1.220 -1.227 -0.775
H: 0.336 -0.643 -1.612
H: 3.266 2.587 1.242
H: -1.179 1.194 0.461
H: -1.845 1.388 -2.527
H: -2.438 2.248 -1.188
H: -2.910 0.533 -1.345
H: 2.270 -0.760 -0.607
H: 2.497 -2.044 0.654
H: 2.348 -0.174 1.100
H: -2.081 -1.799 1.025
H: -1.396 -3.381 1.367
H: -1.568 -2.224 2.774
H: 0.803 -2.213 1.927
H: 0.088 2.788 -1.090

| no. | largest force on an atom (eV Å⁻¹) |
| --- | --- |
| 1 | 6.634 |
| 2 | 0.915 |
| 3 | 11.150 |